(1)
{"formula": "C37H55BFIN2O7S", "method": "wB97M-V/def2-TZVPD", "symbols": ["C", "C", "C", "C", "C", "C", "C", "C", "C", "I", "C", "C", "B", "O", "O", "C", "N", "C", "O", "C", "C", "N", "C", "C", "C", "C", "F", "C", "C", "C", "C", "C", "O", "C", "S", "H", "H", "H", "H", "H", "H", "H", "H", "H", "H", "H", "H", "H", "H", "H", "H", "H", "H", "H", "H", "H", "H", "H", "H", "H", "H", "H", "H", "H", "H", "H", "C", "C", "C", "O", "C", "H", "H", "H", "H", "H", "H", "H", "H", "C", "C", "C", "O", "C", "H", "H", "H", "H", "H", "H", "H", "H", "C", "C", "C", "O", "C", "H", "H", "H", "H", "H", "H", "H", "H"], "positions_angstrom": [[2.0302, 0.0025, 0.5213], [0.8993, 0.8118, -0.2984], [-0.4998, 0.3514, 0.2827], [-0.7281, -1.1849, -0.1840], [-1.7346, 1.1587, -0.2446], [-2.7849, 1.5519, 0.7585], [-2.6630, 1.1668, 2.2818], [-2.8767, -0.4139, 2.3890], [-4.0565, -0.8141, 3.3610], [-3.8203, -0.0128, 5.3604], [-4.0214, 2.3121, 0.3718], [-5.1331, 2.7629, 1.3878], [-4.6363, 4.1890, 2.0171], [-5.2074, 5.4296, 1.6730], [-3.5563, 4.2464, 2.9521], [-4.2079, 2.6608, -1.0556], [-5.4540, 3.3772, -1.4350], [-5.0842, 4.5710, -1.6223], [-5.1049, 5.6768, -1.9744], [-3.1733, 2.2697, -2.0257], [-1.9167, 1.5396, -1.6880], [-0.9033, 1.2010, -2.6841], [-1.4627, 0.6211, -3.9023], [-0.7745, -0.5633, -4.4893], [0.5153, -1.0957, -3.7416], [1.4774, -1.8215, -4.7859], [1.7511, -0.9858, -5.9105], [-1.2697, -1.2053, -5.7247], [-2.4792, -0.6388, -6.3720], [-3.1851, 0.5588, -5.8253], [-4.4707, 1.1280, -6.5233], [-5.7017, 0.2987, -5.9128], [-5.7453, -1.0454, -6.4664], [-2.6561, 1.1820, -4.5979], [-3.3894, 2.6760, -3.8110], [2.9138, 0.6440, 0.7848], [1.6201, -0.4656, 1.4599], [2.3775, -0.8536, -0.1384], [0.9980, 0.4394, -1.3567], [1.1220, 1.9063, -0.1817], [-0.4016, 0.3118, 1.3992], [0.0231, -1.4298, -0.9797], [-0.7435, -1.9005, 0.6813], [-1.7520, -1.2446, -0.6707], [-1.5914, 1.3723, 2.5886], [-3.3231, 1.7657, 2.9548], [-1.8999, -0.9315, 2.6155], [-3.1815, -0.7906, 1.3603], [-4.0711, -1.9444, 3.4472], [-5.0502, -0.5479, 2.8884], [-5.2009, 2.0193, 2.2434], [-6.1455, 2.9086, 0.9238], [-6.0174, 5.2973, 1.1382], [-3.8052, 3.7918, 3.7802], [-0.4411, 2.1005, -2.9029], [0.2735, -1.8781, -2.9642], [1.0721, -0.2257, -3.2796], [2.4518, -2.1282, -4.3176], [0.9572, -2.7822, -5.0930], [-0.7662, -2.0846, -6.1928], [-2.8476, -1.1474, -7.2994], [-4.4201, 1.0314, -7.6448], [-4.6386, 2.1937, -6.2046], [-6.6817, 0.8415, -6.0071], [-5.4736, 0.1807, -4.8082], [-5.4043, -1.6124, -5.7487], [5.0263, -2.0864, 4.1986], [6.1983, -1.2366, 3.7511], [5.5255, -0.2346, 2.8307], [4.1921, -0.0483, 3.3240], [3.9151, -1.0610, 4.3024], [5.2008, -2.6186, 5.1318], [4.7850, -2.8222, 3.4245], [6.6323, -0.7200, 4.6127], [6.9902, -1.8027, 3.2590], [5.4543, -0.6200, 1.8072], [6.0441, 0.7263, 2.8053], [3.9079, -0.5827, 5.2879], [2.9283, -1.4905, 4.1168], [3.7806, 3.1282, -3.3241], [4.9048, 3.1142, -2.3080], [4.4551, 2.0204, -1.3569], [3.7000, 1.0802, -2.1330], [3.4241, 1.6563, -3.4177], [4.0618, 3.5598, -4.2852], [2.9311, 3.6947, -2.9300], [5.8412, 2.8248, -2.7946], [5.0610, 4.0725, -1.8115], [3.7966, 2.4179, -0.5767], [5.2932, 1.5100, -0.8779], [4.0484, 1.1430, -4.1569], [2.3752, 1.4940, -3.6755], [2.4388, -5.9646, 5.9755], [1.3746, -4.9403, 6.3148], [2.2030, -3.8040, 6.8853], [3.4774, -3.8491, 6.2286], [3.5834, -5.0847, 5.5081], [2.1263, -6.6909, 5.2244], [2.7307, -6.5100, 6.8781], [0.8700, -4.6129, 5.4006], [0.6176, -5.3059, 7.0094], [2.3735, -3.9363, 7.9589], [1.7424, -2.8271, 6.7240], [3.4988, -4.8586, 4.4393], [4.5612, -5.5339, 5.6923]], "total_energy_ev": -78900.60219, "orbital_gap_ev": 8.326, "fmax_ev_per_a": 3.961, "spin_multiplicity": 1, "smiles": "CC[C@H](C)c1c(CCCI)c(CB(O)O)c(N=C=O)c2c1Nc1c(CCF)ccc(CCO)c1S2.C1CCOC1.C1CCOC1.C1CCOC1", "e_above_lowest_kcal_mol": 90.98, "e_lumo_ev": 0.2}

***

(2)
{"formula": "C37H55ClIrOP4Si", "method": "wB97M-V/def2-TZVPD", "symbols": ["P", "C", "C", "H", "C", "H", "C", "H", "C", "H", "C", "H", "C", "C", "H", "C", "H", "C", "H", "C", "H", "C", "H", "C", "C", "H", "C", "H", "C", "H", "C", "H", "C", "H", "Ir", "C", "C", "H", "C", "O", "H", "C", "H", "C", "Cl", "P", "P", "C", "H", "H", "H", "C", "H", "H", "H", "C", "H", "H", "H", "C", "H", "H", "H", "C", "H", "H", "H", "C", "H", "H", "H", "P", "C", "C", "H", "H", "H", "H", "H", "H", "C", "H", "H", "H", "H", "C", "Si", "C", "C", "C", "C", "H", "H", "H", "H", "H", "H", "H", "H", "H"], "positions_angstrom": [[0.7374, -1.2711, -4.8555], [-0.6862, -2.0697, -5.5011], [-1.1920, -1.6103, -6.7321], [-0.7779, -0.7083, -7.1831], [-2.1778, -2.3586, -7.3867], [-2.5251, -2.0325, -8.3682], [-2.6808, -3.5146, -6.7744], [-3.4413, -4.0979, -7.2970], [-2.2370, -3.9304, -5.5127], [-2.6502, -4.8304, -5.0461], [-1.2476, -3.1968, -4.8528], [-0.8895, -3.4842, -3.8619], [0.8876, 0.3850, -5.4554], [-0.1780, 1.3045, -5.3220], [-1.1280, 0.9845, -4.8756], [-0.0235, 2.6154, -5.7857], [-0.8452, 3.3287, -5.6888], [1.1808, 2.9791, -6.4117], [1.2864, 3.9879, -6.8171], [2.2447, 2.0790, -6.5373], [3.1717, 2.3571, -7.0502], [2.1192, 0.7893, -6.0153], [2.9352, 0.0647, -6.1027], [2.2042, -2.2388, -4.9599], [2.3895, -2.9030, -6.1897], [1.6550, -2.7669, -6.9802], [3.5271, -3.6950, -6.3803], [3.6792, -4.1639, -7.3542], [4.4384, -3.8555, -5.3242], [5.3174, -4.4790, -5.4831], [4.2417, -3.2354, -4.0823], [4.9588, -3.3760, -3.2643], [3.1188, -2.4170, -3.8949], [2.9301, -1.9318, -2.9356], [-0.0322, -0.1832, -0.2285], [1.3259, 1.4525, -0.0294], [2.0464, 1.9607, -1.0575], [1.3859, 1.8897, 0.9812], [1.8917, 1.2461, -2.3830], [3.1301, 0.6248, -2.7845], [2.9832, 0.0965, -3.5876], [0.8523, 0.1255, -2.0505], [1.4553, 1.8731, -3.2146], [0.0781, -0.9295, -1.8168], [-1.8087, -2.0004, 0.0096], [1.4453, -1.6031, 0.9131], [-1.8297, 1.2995, -0.5309], [0.6588, -2.6555, 2.1736], [0.0417, -3.4122, 1.6804], [0.0150, -2.0088, 2.7793], [1.4283, -3.1237, 2.7990], [2.2589, -2.7251, -0.2588], [3.0738, -2.1948, -0.7649], [1.5300, -3.0643, -1.0041], [2.6646, -3.5823, 0.2879], [2.7914, -0.7471, 1.7931], [2.3698, -0.0504, 2.5253], [3.3993, -0.1866, 1.0747], [3.4176, -1.4851, 2.3094], [-3.1147, 1.2246, 0.7554], [-2.6586, 1.5255, 1.7061], [-3.4459, 0.1838, 0.8461], [-3.9507, 1.8787, 0.4788], [-1.4016, 3.0699, -0.6404], [-0.6933, 3.2307, -1.4609], [-0.9326, 3.3914, 0.2964], [-2.3061, 3.6664, -0.8179], [-2.6771, 0.9052, -2.0951], [-2.7797, -0.1826, -2.1786], [-2.0879, 1.2828, -2.9384], [-3.6658, 1.3769, -2.0906], [3.2500, 3.3197, -1.1697], [3.0391, 4.3360, 0.2628], [2.8355, 4.1508, -2.7047], [3.2140, 3.7397, 1.1662], [2.0284, 4.7625, 0.2728], [3.7883, 5.1325, 0.1755], [2.9450, 3.4849, -3.5719], [3.5228, 4.9982, -2.8131], [1.8035, 4.5240, -2.6700], [4.8564, 2.5552, -1.3059], [5.0386, 1.9317, -0.4229], [5.5996, 3.3581, -1.3623], [4.8860, 1.9229, -2.2012], [-0.5744, -1.7926, -1.8932], [-0.3498, -0.4854, 5.7756], [-1.6360, 0.0554, 4.4982], [-3.0580, -1.1928, 4.6228], [-2.3206, 1.7188, 5.0784], [-0.9717, 0.1279, 2.8400], [-0.5396, 0.0954, 1.6010], [-0.7573, -0.4923, 6.7994], [0.5119, 0.1959, 5.7695], [0.0224, -1.4975, 5.5658], [-3.4751, -1.2607, 5.6410], [-3.8799, -0.9167, 3.9480], [-2.7197, -2.1989, 4.3379], [-1.5402, 2.4908, 5.0383], [-3.1531, 2.0493, 4.4424], [-2.6940, 1.6807, 6.1144]], "total_energy_ev": -101679.87150, "orbital_gap_ev": [4.397, 3.838], "charge": 2, "s_squared": 8.825, "fmax_ev_per_a": 10.126, "spin_multiplicity": 6, "e_lumo_ev": [-4.8, -8.7]}

***

(3)
{"formula": "C37H55NO10S2", "method": "wB97M-V/def2-TZVPD", "symbols": ["C", "O", "C", "C", "C", "C", "C", "C", "C", "C", "C", "S", "C", "S", "N", "C", "C", "C", "C", "C", "C", "C", "C", "C", "C", "C", "C", "C", "O", "O", "C", "O", "H", "H", "H", "H", "H", "H", "H", "H", "H", "H", "H", "H", "H", "H", "H", "H", "H", "H", "H", "H", "H", "H", "H", "H", "H", "H", "H", "C", "O", "C", "C", "O", "C", "C", "O", "C", "H", "H", "H", "H", "H", "H", "H", "H", "H", "H", "H", "H", "H", "H", "C", "O", "C", "C", "O", "C", "C", "O", "C", "H", "H", "H", "H", "H", "H", "H", "H", "H", "H", "H", "H", "H", "H"], "positions_angstrom": [[3.8182, 1.5611, 0.1698], [3.3014, 2.6473, -0.6094], [4.1982, 3.7810, -0.4907], [3.7584, 4.6014, 0.7817], [2.6435, 5.6845, 0.5183], [1.5106, 5.2334, -0.4787], [0.5752, 6.4321, -0.8633], [-0.5604, 6.3983, -1.6451], [-1.0205, 5.0650, -2.2991], [-2.2317, 5.1943, -3.3093], [-3.4968, 4.4623, -2.7065], [-4.7910, 5.7448, -2.3223], [-5.3836, 5.2036, -0.6589], [-4.3583, 5.3611, 0.6198], [-6.7339, 4.6996, -0.5724], [-6.8487, 3.3360, -1.0665], [-6.0763, 2.1915, -0.6061], [-6.2823, 0.8401, -1.1338], [-7.2931, 0.6073, -2.1602], [-8.0566, 1.7542, -2.6719], [-7.8369, 3.1007, -2.1342], [-7.3462, 4.8978, 0.7392], [-7.1557, 4.0007, 1.8799], [-7.7998, 4.2595, 3.1838], [-8.6309, 5.4468, 3.2938], [-8.8031, 6.3783, 2.1698], [-8.1727, 6.1156, 0.8829], [-1.1577, 7.8220, -1.7045], [-2.1043, 8.2713, -2.2789], [-0.4131, 8.7043, -0.8978], [0.6850, 7.9247, -0.4701], [1.5568, 8.5185, 0.1003], [4.6935, 1.1053, -0.3815], [3.0092, 0.7782, 0.1989], [4.1163, 1.8374, 1.2140], [4.0000, 4.4240, -1.3900], [5.2785, 3.4750, -0.4837], [3.5181, 3.8903, 1.6192], [4.6737, 5.1677, 1.1342], [2.1349, 5.8689, 1.5103], [3.1308, 6.6570, 0.2510], [1.8687, 4.6955, -1.3903], [0.8471, 4.5177, 0.0843], [-0.1381, 4.6939, -2.9027], [-1.1841, 4.2659, -1.5202], [-2.4308, 6.2630, -3.5658], [-1.9949, 4.6784, -4.2854], [-3.9749, 3.7296, -3.4031], [-3.2744, 3.9114, -1.7566], [-5.3139, 2.3131, 0.1950], [-5.7157, -0.0430, -0.7619], [-7.4789, -0.4090, -2.5797], [-8.8146, 1.6169, -3.4799], [-8.4359, 3.9437, -2.5400], [-6.5192, 3.0937, 1.8228], [-7.6651, 3.5516, 4.0373], [-9.1602, 5.6820, 4.2478], [-9.4156, 7.3114, 2.2497], [-8.2770, 6.7916, -0.0020], [3.9040, -2.4948, -1.8813], [2.8284, -3.0775, -1.1750], [1.9456, -2.1031, -0.6360], [0.5771, -2.7072, -0.3701], [-0.2254, -2.8332, -1.5415], [0.1468, -3.8673, -2.4489], [-0.1836, -5.2602, -1.9403], [0.8102, -5.6963, -1.0232], [0.3554, -6.7438, -0.1926], [4.5045, -1.8615, -1.2194], [4.5309, -3.2972, -2.2699], [3.5313, -1.9076, -2.7284], [1.8404, -1.2604, -1.3299], [2.3800, -1.7438, 0.3052], [0.0289, -2.0225, 0.2821], [0.6517, -3.6585, 0.1604], [1.1949, -3.7793, -2.7388], [-0.4504, -3.6878, -3.3471], [-0.1957, -5.9647, -2.7812], [-1.1693, -5.2507, -1.4600], [-0.4967, -6.4122, 0.4109], [1.1664, -7.0172, 0.4805], [0.0773, -7.6193, -0.7893], [4.5253, -6.5260, -0.3937], [4.9599, -6.4743, 0.9511], [3.8974, -6.1840, 1.8460], [4.2360, -6.6497, 3.2516], [4.0581, -8.0512, 3.4419], [5.0342, -8.8964, 2.8382], [6.3786, -8.8638, 3.5465], [7.1211, -7.7177, 3.1514], [8.1375, -7.3959, 4.0773], [4.1071, -5.5625, -0.7034], [5.3860, -6.7592, -1.0206], [3.7793, -7.3187, -0.5237], [2.9776, -6.6773, 1.5134], [3.7458, -5.0977, 1.8424], [3.5340, -6.1735, 3.9411], [5.2373, -6.3351, 3.5520], [5.1315, -8.6875, 1.7717], [4.6317, -9.9088, 2.9312], [6.9612, -9.7508, 3.2677], [6.2193, -8.8595, 4.6315], [7.7043, -7.1639, 5.0565], [8.6591, -6.5108, 3.7138], [8.8542, -8.2195, 4.1682]], "total_energy_ev": -82888.82518, "orbital_gap_ev": 7.716, "fmax_ev_per_a": 3.588, "spin_multiplicity": 1, "smiles": "COCCCCC1=C(CCCSC(=S)N(c2ccccc2)c2ccccc2)C(=O)OC1=O.COCCOCCOC.COCCOCCOC", "e_above_lowest_kcal_mol": 68.29, "e_lumo_ev": -0.5}

***

(4)
{"formula": "C37H55P2PtSbSe4Si", "method": "wB97M-V/def2-TZVPD", "symbols": ["Pt", "C", "Si", "C", "C", "C", "C", "C", "C", "P", "C", "C", "C", "C", "C", "C", "C", "C", "C", "C", "C", "C", "C", "C", "C", "C", "C", "C", "P", "C", "C", "C", "C", "C", "C", "C", "C", "C", "C", "C", "C", "H", "H", "H", "H", "H", "H", "H", "H", "H", "H", "H", "H", "H", "H", "H", "H", "H", "H", "H", "H", "H", "H", "H", "H", "H", "H", "H", "H", "H", "H", "H", "H", "H", "H", "H", "H", "H", "H", "H", "H", "H", "H", "H", "H", "H", "H", "H", "H", "H", "H", "H", "H", "H", "H", "H", "Se", "Sb", "Se", "Se", "Se"], "positions_angstrom": [[0.4820, -0.9193, 0.1540], [0.5945, -1.8917, 3.8795], [-0.0943, -0.8467, 2.4143], [0.2961, 0.9204, 3.0557], [-0.0930, 1.3654, 4.3092], [0.2513, 2.6232, 4.7701], [1.0317, 3.4434, 3.9754], [1.4491, 3.0040, 2.7324], [1.0770, 1.7533, 2.2519], [1.5861, 1.1041, 0.6088], [1.4521, 2.6164, -0.5186], [1.3583, 2.1607, -1.9867], [1.5920, 3.2916, -2.9863], [1.0095, 4.5971, -2.4586], [1.6908, 4.9959, -1.1406], [2.4049, 3.8119, -0.4799], [3.3497, 0.6165, 0.9518], [3.9824, 0.0556, -0.3313], [4.9770, 1.0187, -0.9489], [6.1425, 1.3052, 0.0048], [5.7178, 1.1713, 1.4732], [4.2685, 1.6183, 1.6533], [-1.9914, -1.1407, 2.5695], [-2.6926, -1.1088, 3.7642], [-4.0323, -1.4470, 3.8279], [-4.6913, -1.8568, 2.6808], [-4.0111, -1.8926, 1.4779], [-2.6728, -1.5201, 1.4155], [-1.7171, -1.5447, -0.1396], [-2.1839, -3.2001, -0.8204], [-1.7761, -4.3102, 0.1425], [-2.3760, -5.6207, -0.3536], [-1.8900, -5.9492, -1.7643], [-2.1248, -4.7961, -2.7360], [-1.5691, -3.4968, -2.1779], [-2.6189, -0.3429, -1.2288], [-4.1074, -0.4868, -1.5080], [-4.4860, 0.4253, -2.6865], [-3.6080, 1.6836, -2.7205], [-3.2383, 2.1098, -1.3034], [-2.3637, 1.0454, -0.6327], [0.1003, -1.5965, 4.7991], [1.6598, -1.7199, 3.9976], [0.4334, -2.9533, 3.7279], [-0.6863, 0.7262, 4.9467], [-0.0854, 2.9701, 5.7401], [1.3193, 4.4301, 4.3192], [2.0757, 3.6532, 2.1455], [0.4626, 2.9884, -0.1987], [0.3642, 1.7417, -2.1593], [2.0899, 1.3751, -2.1940], [1.1281, 3.0190, -3.9367], [2.6614, 3.4102, -3.1749], [-0.0664, 4.4627, -2.3067], [1.1341, 5.3927, -3.1977], [0.9353, 5.3867, -0.4525], [2.4197, 5.7924, -1.3152], [2.7086, 4.1222, 0.5199], [3.3141, 3.5819, -1.0338], [3.1836, -0.2275, 1.6442], [3.1884, -0.1495, -1.0584], [4.4767, -0.8956, -0.1181], [4.4591, 1.9470, -1.1941], [5.3437, 0.5962, -1.8858], [6.5106, 2.3200, -0.1780], [6.9660, 0.6168, -0.1987], [6.3750, 1.7766, 2.1057], [5.8135, 0.1306, 1.7906], [4.1657, 2.6141, 1.2257], [4.0162, 1.6737, 2.7169], [-2.1833, -0.8226, 4.6716], [-4.5645, -1.4098, 4.7714], [-5.7329, -2.1551, 2.7241], [-4.5166, -2.2374, 0.5879], [-3.2837, -3.1923, -0.9106], [-2.1209, -4.0985, 1.1614], [-0.6852, -4.3866, 0.1688], [-3.4700, -5.5342, -0.3490], [-2.1090, -6.4355, 0.3245], [-2.4013, -6.8456, -2.1314], [-0.8200, -6.1603, -1.7379], [-3.1954, -4.6792, -2.9441], [-1.6091, -5.0105, -3.6732], [-1.7432, -2.6852, -2.8903], [-0.4905, -3.6116, -2.0536], [-2.0804, -0.4486, -2.1821], [-4.6626, -0.1790, -0.6184], [-4.3722, -1.5178, -1.7442], [-5.5420, 0.7007, -2.5925], [-4.3696, -0.1114, -3.6316], [-4.1343, 2.4954, -3.2317], [-2.6894, 1.4848, -3.2770], [-4.1539, 2.2466, -0.7208], [-2.7109, 3.0664, -1.3260], [-2.5814, 1.0199, 0.4442], [-1.2981, 1.2813, -0.7344], [1.4951, -4.3862, -4.1417], [2.4633, -2.6839, -2.6014], [0.5636, -0.9592, -2.2918], [1.9864, -2.9280, 0.5541], [4.1696, -1.3671, -3.8908]], "total_energy_ev": -336893.86758, "orbital_gap_ev": [5.193, 5.161], "charge": -2, "fmax_ev_per_a": 1.993, "spin_multiplicity": 1, "e_above_lowest_kcal_mol": 0.00, "e_lumo_ev": [4.0, 4.0]}